Entry 1:
The following is a quantum chemistry calculation of H16NeO8Xe as an isolated structure, from OMol25.

Structure (XYZ):
```
26
Properties=species:S:1:pos:R:3:forces:R:3:mulliken_charge:R:1
Xe -11.79202 7.08393 6.27050 0.1 -0.1 0.1 -0.003
Ne -12.38789 8.90796 3.62581 0.0 0.1 -0.1 0.004
O -15.14870 6.93362 5.14371 -0.3 -0.6 -0.2 -0.609
O -12.64579 4.42008 9.56647 0.2 0.0 0.0 -0.609
O -8.80774 5.62804 8.47505 -0.3 -0.3 0.5 -0.592
O -9.54175 9.42445 8.53904 0.1 0.4 -0.1 -0.619
O -8.24820 7.66195 6.67335 0.2 -0.3 -0.5 -0.570
O -9.75597 4.81844 4.33808 -0.2 -0.2 -0.1 -0.607
O -12.15550 10.47444 7.39833 0.0 -0.2 0.0 -0.720
O -14.59420 9.32624 6.48594 -0.3 0.0 0.1 -0.614
H -9.47716 8.58873 9.00123 0.2 -0.4 0.1 0.367
H -14.87889 7.60751 5.76766 0.1 0.4 0.2 0.321
H -13.28385 3.73090 9.75123 -0.1 -0.2 0.0 0.305
H -15.27554 9.99411 6.40883 -0.3 0.0 -0.1 0.293
H -7.40577 8.07083 6.47496 0.3 0.0 0.0 0.265
H -8.75686 6.15112 7.67503 0.1 0.3 -0.3 0.326
H -14.89764 7.28367 4.28891 0.1 0.1 -0.2 0.294
H -12.72008 10.89097 8.04947 -0.1 0.1 0.4 0.323
H -8.89534 8.34099 6.48277 -0.3 0.2 0.2 0.271
H -13.16696 5.22106 9.51112 -0.1 0.2 -0.1 0.305
H -10.47226 9.51345 8.33300 -0.5 0.0 0.0 0.316
H -8.82843 4.60261 4.43455 0.2 -0.1 0.1 0.298
H -13.78353 9.82240 6.59936 0.6 0.0 -0.1 0.345
H -7.89518 5.46822 8.71573 0.2 0.0 0.1 0.290
H -9.76188 5.73685 4.06839 0.0 0.2 0.0 0.301
H -11.45837 11.11157 7.24243 0.2 0.3 -0.2 0.320
```
Forces are in eV/Å.

Properties
HOMO-LUMO gap: 10.412 eV
2S+1: 1
Energy: -29110.6381 eV
ΔE to the lowest compared entry with this formula, charge and spin: 0.954 eV
Net charge: 0

=====

Entry 2:
The following is a quantum chemistry calculation of H16O13SV as an isolated structure, from OMol25.

Structure (XYZ):
```
31
Properties=species:S:1:pos:R:3:forces:R:3:lowdin_spin:R:1
V 10.51700 -1.66700 3.87500 0.5 0.1 -0.3 1.130
S 7.63900 -1.11900 2.25700 -8.6 -0.9 -4.2 0.002
O 13.91700 -0.97800 2.62500 -0.5 -1.2 1.6 -0.001
O 11.45100 -2.59400 2.20600 -1.4 0.1 0.2 0.016
O 9.26200 -1.12100 5.43800 0.1 -1.5 0.2 0.009
O 7.65500 -0.53000 0.93900 1.7 1.5 -0.5 -0.003
O 7.08600 -2.44700 2.09200 0.7 -2.1 0.7 -0.010
O 10.58300 -2.48100 7.94500 -2.3 0.8 0.4 0.000
O 11.93900 -1.87900 4.61700 -1.5 0.2 -0.7 -0.151
O 6.77300 -0.40200 3.16400 1.0 1.4 1.8 -0.004
O 8.98200 -1.27700 2.77800 7.0 -0.5 2.9 -0.015
O 9.93500 -3.62000 4.34400 0.5 -2.1 -0.4 0.007
O 13.52600 0.90800 5.17500 0.0 0.9 1.1 0.000
O 13.48300 -2.19400 6.67700 1.2 0.3 1.1 -0.003
O 11.10800 0.36900 3.61200 -0.4 2.5 -1.3 0.016
H 12.37700 -2.72700 2.13900 1.6 0.1 0.2 0.000
H 10.69100 -2.79900 7.07100 0.6 -0.3 -1.2 0.000
H 11.08900 -2.66400 1.32500 -0.6 0.1 -0.4 0.000
H 11.93700 0.83400 3.33000 -0.7 -1.3 0.6 0.001
H 10.44900 1.04000 3.27700 0.2 -1.4 0.4 0.000
H 13.52000 1.87200 5.07000 0.1 -0.4 0.0 0.000
H 14.05400 -1.40900 6.87700 -1.2 -1.0 -0.7 0.000
H 14.43100 -1.34900 3.38600 -0.5 0.6 -1.0 0.000
H 9.50400 -3.93900 5.12200 -1.2 0.5 1.2 0.001
H 12.95300 -2.07400 5.87400 0.3 0.6 0.1 -0.001
H 13.54000 0.51100 4.32000 0.2 -0.5 -1.0 0.000
H 9.11300 -0.26700 5.81000 -0.1 1.1 0.3 0.002
H 10.35200 -4.49500 4.14100 0.2 1.4 -0.8 0.001
H 8.55500 -1.70600 5.76800 0.1 0.5 -0.4 0.001
H 14.43000 -0.30800 2.21200 1.0 0.7 -0.6 0.000
H 11.36900 -2.67700 8.39900 1.8 -0.4 0.7 0.000
```
Forces are in eV/Å.

Properties
HOMO-LUMO gap (spin up / spin down): 5.462 / 5.796 eV
<S²>: 0.773
2S+1: 2
Energy: -63399.6063 eV
ΔE to the lowest compared entry with this formula, charge and spin: 0.000 eV
Net charge: 0

=====

Entry 3:
The following is a quantum chemistry calculation of a 8-piece molecular cluster, H16O7S overall, from OMol25.

Structure (XYZ):
```
24
Properties=species:S:1:pos:R:3:forces:R:3:mulliken_charge:R:1
S -5.03025 0.71325 0.45855 0.1 -0.6 -1.6 -0.318
O -0.45807 -1.58056 4.30114 0.2 -1.5 0.3 -0.625
O -0.42809 4.68006 -3.44000 2.1 0.0 -1.0 -0.645
O -1.37335 -2.84095 0.70226 -1.5 -0.9 2.1 -0.589
O 4.69720 0.11477 -0.74323 -0.3 0.5 1.6 -0.610
O 1.81617 -1.10979 1.62913 -2.6 -1.4 -0.7 -0.601
O -1.20163 0.35958 -1.08905 2.1 -0.9 -0.1 -0.590
O 1.82484 0.41008 -1.06496 0.7 0.4 1.8 -0.615
H 1.85681 0.63436 -0.09078 -0.6 -0.4 -1.4 0.288
H -5.04743 1.31797 -0.80920 0.0 -0.8 1.3 0.146
H -0.97372 -2.59156 -0.09171 0.8 0.8 -2.1 0.311
H -2.29711 -3.06945 0.49435 0.7 0.2 0.1 0.283
H 5.49278 -0.06413 -1.22344 0.7 -0.1 -0.4 0.287
H -0.68729 -2.31555 3.70780 -0.2 0.6 -0.5 0.290
H 2.75715 0.13260 -1.14381 -0.3 0.0 -0.5 0.344
H -2.02077 0.80051 -1.21959 -0.6 0.9 -0.5 0.282
H -1.34362 4.53565 -3.65639 -0.2 -0.2 -0.6 0.314
H 0.91698 -1.58295 1.46623 2.1 1.5 0.0 0.311
H -4.98912 -0.59475 -0.03829 0.0 1.4 0.3 0.155
H 4.97357 0.40930 0.16131 -0.3 -0.4 -1.3 0.296
H -0.23328 -2.14140 5.06684 0.0 0.8 0.1 0.325
H 0.17476 4.56938 -4.24584 -1.9 0.1 1.6 0.331
H 2.00690 -1.51434 2.46957 0.5 0.0 0.8 0.303
H -0.43344 0.72791 -1.60090 -1.4 -0.2 0.7 0.326
```
Forces are in eV/Å.

Properties
HOMO-LUMO gap: 10.270 eV
2S+1: 1
Energy: -25426.5706 eV
ΔE to the lowest compared entry with this formula, charge and spin: 2.297 eV
SMILES: O.O.O.O.O.O.O.S
Net charge: 0

=====

Entry 4:
The following is a quantum chemistry calculation of a 8-piece molecular cluster, H16O8 overall, from OMol25.

Structure (XYZ):
```
24
Properties=species:S:1:pos:R:3:forces:R:3:mulliken_charge:R:1
O -0.32055 -1.97073 0.73338 -0.3 -0.4 -1.0 -0.751
O 2.22929 -1.30477 1.40143 0.0 0.4 -0.8 -0.690
O -2.62694 -2.52891 2.77296 -0.4 -0.2 -0.2 -0.651
O -0.77490 0.77032 0.48759 -0.1 0.9 -0.1 -0.685
O -0.26341 2.97981 -2.32362 -0.2 0.0 0.6 -0.634
O -2.83272 2.04316 -0.74169 -0.2 0.0 1.8 -0.676
O 1.34451 -0.66369 -1.80659 0.1 1.1 -1.4 -0.633
O 2.03273 1.08925 0.20784 -0.4 0.1 0.4 -0.730
H 0.13832 0.97000 0.24002 -0.2 0.1 0.3 0.390
H 1.43347 -1.64580 0.95525 0.7 0.7 0.4 0.273
H 2.71748 1.72635 0.07526 0.6 0.8 0.0 0.274
H 1.84577 -0.67762 -2.64644 -0.5 0.2 0.5 0.293
H -1.88811 -2.11409 2.30809 0.0 -0.1 0.6 0.328
H 1.85636 0.71365 -0.65609 0.0 -0.4 -0.8 0.377
H -2.44491 -2.70627 3.70383 0.4 0.3 -0.4 0.308
H -0.83817 -0.17181 0.49991 0.1 -0.9 0.3 0.392
H -0.37368 -2.24012 -0.20753 -0.1 -0.1 0.8 0.316
H 0.15098 -2.65988 1.21541 -0.4 -0.3 0.0 0.380
H 2.29229 -0.38091 1.03050 0.0 -1.0 0.7 0.476
H -2.53594 1.87324 -1.60208 0.3 -0.1 -2.4 0.306
H 1.56485 -1.48672 -1.41851 0.5 -1.3 0.8 0.303
H -0.75761 3.17486 -1.50241 0.1 -0.2 -0.5 0.335
H 0.27342 3.76215 -2.46685 0.0 0.1 -0.1 0.295
H -2.22253 1.44854 -0.25966 -0.2 0.4 0.4 0.404
```
Forces are in eV/Å.

Properties
HOMO-LUMO gap: 10.280 eV
2S+1: 1
Energy: -16639.6443 eV
ΔE to the lowest compared entry with this formula, charge and spin: 2.366 eV
SMILES: O.O.O.O.O.O.O.O
Net charge: 0

=====

Entry 5:
The following is a quantum chemistry calculation of a 8-piece molecular cluster, H16O8 overall, from OMol25.

Structure (XYZ):
```
24
Properties=species:S:1:pos:R:3:forces:R:3:mulliken_charge:R:1
O 0.16215 2.62215 0.84657 -0.3 0.1 0.0 -0.581
O -2.64941 -0.13820 -2.57767 0.1 -0.1 0.2 -0.666
O -0.93467 -0.25254 0.02926 -0.1 0.5 0.1 -0.647
O 0.84648 -0.61116 2.13607 -0.1 0.2 -0.2 -0.654
O -0.14713 -1.34706 -2.48087 0.4 -0.1 -0.3 -0.669
O -1.01955 -3.08217 2.52237 -0.2 0.0 0.1 -0.614
O 1.52317 0.59689 -1.27071 0.1 0.3 -0.2 -0.678
O 2.80415 1.62011 1.21828 -0.2 -0.1 -0.5 -0.697
H -1.76898 -0.55650 -2.62654 -0.1 0.0 -0.3 0.390
H 0.38970 -0.51148 1.27655 0.0 -0.3 0.4 0.422
H -0.01522 3.51408 0.52656 0.1 -0.1 0.0 0.272
H -1.61089 -0.38931 -0.64882 0.0 -0.1 0.1 0.266
H -0.42199 0.50908 -0.28782 -0.1 -0.1 -0.1 0.349
H -0.54319 2.44153 1.47949 0.1 -0.1 -0.1 0.295
H 0.27797 -2.08543 -2.92863 -0.1 0.0 0.0 0.298
H -1.96872 -3.23207 2.45985 0.1 0.0 0.0 0.301
H 1.64211 1.21213 -2.00444 0.0 0.0 0.1 0.300
H 2.14249 0.89697 -0.58390 0.2 -0.3 0.0 0.351
H -0.89908 -2.14776 2.31279 0.2 -0.1 -0.1 0.311
H 1.88714 1.79430 0.93483 0.2 0.3 0.7 0.298
H 0.26399 -0.18140 2.77133 0.1 0.0 0.0 0.306
H -3.25035 -0.78263 -2.96415 0.0 0.0 0.1 0.324
H 2.71081 0.96485 1.92166 -0.1 -0.1 -0.2 0.351
H 0.57904 -0.85440 -2.06207 -0.2 0.0 0.2 0.371
```
Forces are in eV/Å.

Properties
HOMO-LUMO gap: 11.104 eV
2S+1: 1
Energy: -16640.4056 eV
ΔE to the lowest compared entry with this formula, charge and spin: 1.605 eV
SMILES: O.O.O.O.O.O.O.O
Net charge: 0

=====

Entry 6:
The following is a quantum chemistry calculation of a 8-piece molecular cluster, H16O8 overall, from OMol25.

Structure (XYZ):
```
24
Properties=species:S:1:pos:R:3:forces:R:3:mulliken_charge:R:1
O -2.33311 -2.85873 -0.25694 0.2 1.0 0.5 -0.680
O -0.03642 3.97344 -0.02872 0.0 -0.6 0.8 -0.642
O 0.02984 -2.49314 -2.03203 -0.1 0.0 0.2 -0.689
O -1.45111 1.66091 1.20846 0.0 -0.8 0.1 -0.638
O 1.33601 0.86265 0.28450 0.4 -0.7 0.3 -0.667
O -1.14077 -1.50293 1.92925 0.6 0.2 0.4 -0.703
O 1.17668 -2.16934 0.64488 0.2 0.6 -0.7 -0.686
O 2.16915 2.66604 -1.68033 -0.1 0.1 0.2 -0.675
H 3.00216 2.80851 -1.21223 -0.2 0.1 -0.1 0.309
H -1.40619 -0.59966 2.10877 -0.1 0.4 0.1 0.312
H 0.17341 -1.93090 -2.79132 -0.1 0.1 -0.4 0.317
H 0.34231 -1.86390 1.05257 0.0 -0.2 0.4 0.459
H 1.82333 0.03363 0.45014 -0.2 0.2 -0.3 0.309
H -0.56910 4.73416 -0.25727 0.1 0.0 -0.4 0.293
H 0.74834 0.89192 1.04581 -0.3 0.2 0.1 0.318
H -2.74874 -3.69905 -0.41217 0.1 -0.4 -0.3 0.301
H 0.54730 3.69511 -0.74527 0.0 0.5 -0.3 0.364
H -1.48982 1.07158 0.43448 0.1 0.6 0.2 0.340
H 0.65303 -2.16303 -1.37323 0.2 -0.2 0.4 0.348
H 1.56628 -2.83356 1.20841 -0.1 -0.2 0.3 0.272
H -0.75785 2.31461 1.03975 -0.3 0.3 -0.4 0.290
H 1.72132 2.00040 -1.13015 0.2 -0.1 0.0 0.394
H -1.55764 -2.72812 -0.82746 -0.2 -0.5 -0.3 0.389
H -1.79839 -1.87060 1.34010 -0.6 -0.5 -0.5 0.365
```
Forces are in eV/Å.

Properties
HOMO-LUMO gap: 11.838 eV
2S+1: 1
Energy: -16640.9258 eV
ΔE to the lowest compared entry with this formula, charge and spin: 1.085 eV
SMILES: O.O.O.O.O.O.O.O
Net charge: 0

=====

Entry 7:
The following is a quantum chemistry calculation of H16O8 as an isolated structure, from OMol25.

Structure (XYZ):
```
24
Properties=species:S:1:pos:R:3:forces:R:3:mulliken_charge:R:1
O -1.23656 2.87500 0.23111 -1.1 2.3 1.9 -0.774
O 0.03191 -0.33709 -2.39473 -0.3 -1.0 -3.1 -0.706
O 1.33966 -0.34644 1.17084 3.3 5.4 7.8 -0.540
O -2.30486 -0.39274 -0.72270 -4.3 -1.1 -4.8 -0.788
O -0.87070 0.04050 0.67749 2.8 -0.4 6.6 -0.740
O -0.21397 1.31913 -0.99179 2.7 2.1 -2.5 -0.642
O 1.24220 -1.42407 -0.55822 -0.1 -3.7 -5.1 -0.956
O 0.41118 -2.13771 2.82094 -0.1 -0.4 0.1 -0.675
H 0.88457 -0.58505 -2.75209 -0.2 -0.3 -0.4 0.272
H 1.84764 -0.50787 1.96591 0.6 -0.2 0.3 0.249
H 1.78522 -0.87323 -1.12208 0.5 -0.3 0.0 0.257
H -0.86246 2.01323 0.04769 -0.9 1.5 0.2 0.447
H -0.76732 0.92921 -1.66856 -0.7 -0.4 -0.4 0.481
H 1.40791 0.59789 1.03003 -0.3 0.6 0.0 0.243
H 0.48664 -1.60406 2.02989 -0.5 -0.6 0.5 0.577
H -0.23529 -0.66004 0.82495 -1.7 0.2 0.1 0.402
H -1.81880 3.04634 -0.50907 -0.2 0.0 0.0 0.244
H -1.61929 -0.95299 -1.08649 -0.5 -0.4 0.0 0.379
H 1.20950 -0.95526 0.27567 0.7 -1.8 -2.0 0.658
H -0.39633 0.68924 0.15754 0.3 -0.6 0.2 0.180
H -1.96361 -0.11769 0.12826 -1.0 -0.4 0.2 0.482
H 0.07460 -0.59209 -1.47310 0.5 -0.9 0.1 0.434
H 0.46337 1.78989 -1.47741 0.1 0.3 0.0 0.265
H 1.10471 -1.81408 3.39583 0.1 -0.1 0.4 0.249
```
Forces are in eV/Å.

Properties
HOMO-LUMO gap: 8.762 eV
2S+1: 1
Energy: -16631.7333 eV
ΔE to the lowest compared entry with this formula, charge and spin: 10.277 eV
Net charge: 0

=====

Entry 8:
The following is a quantum chemistry calculation of a 8-piece molecular cluster, H16O8 overall, from OMol25.

Structure (XYZ):
```
24
Properties=species:S:1:pos:R:3:forces:R:3:mulliken_charge:R:1
O -2.51763 0.89719 -0.45179 -0.2 0.3 0.2 -0.694
O 3.29620 -0.40297 3.16667 0.0 0.0 -0.1 -0.643
O 2.85812 0.42721 -1.30021 -0.1 0.0 0.2 -0.625
O -2.14023 -1.97830 1.65056 0.0 0.2 -0.4 -0.698
O 0.12885 -0.21886 -0.33632 -0.3 0.2 0.3 -0.666
O -0.23940 -0.68612 -3.37124 -0.1 0.0 0.1 -0.634
O -0.85363 2.92206 -1.87581 -0.2 -0.1 0.2 -0.635
O 0.41277 -1.03708 2.42333 -0.3 -0.2 -0.3 -0.670
H -2.39192 -2.87523 1.39753 0.1 0.1 0.1 0.321
H 0.42101 -0.17873 0.59254 0.0 -0.3 -0.1 0.353
H -0.75368 0.18813 -0.33887 0.3 0.0 -0.1 0.347
H -0.15932 -0.67485 -2.40798 0.2 0.0 -0.1 0.338
H 1.99763 0.23870 -0.89108 0.1 0.1 -0.3 0.348
H -2.61894 1.66031 0.13658 -0.1 -0.2 0.0 0.340
H -1.40835 2.19389 -1.54838 0.3 0.2 -0.3 0.356
H 0.41785 -0.05481 -3.68016 -0.1 0.0 0.0 0.300
H 0.86462 -1.81807 2.76541 -0.1 0.0 0.0 0.328
H -0.43575 -1.38642 2.06369 0.5 0.0 0.6 0.329
H 2.65034 0.67024 -2.20702 0.0 0.0 0.1 0.293
H 3.77737 0.26694 2.66883 0.0 -0.1 0.0 0.324
H -3.40793 0.71966 -0.78375 0.2 0.0 -0.1 0.280
H 2.51637 -0.59455 2.63003 0.1 0.2 0.1 0.343
H -0.34234 3.21756 -1.11372 0.0 -0.1 -0.1 0.318
H -2.07200 -1.49589 0.81116 -0.2 -0.1 0.1 0.348
```
Forces are in eV/Å.

Properties
HOMO-LUMO gap: 10.783 eV
2S+1: 1
Energy: -16640.0665 eV
ΔE to the lowest compared entry with this formula, charge and spin: 1.944 eV
SMILES: O.O.O.O.O.O.O.O
Net charge: 0

=====

Entry 9:
The following is a quantum chemistry calculation of a 8-piece molecular cluster, H16O8 overall, from OMol25.

Structure (XYZ):
```
24
Properties=species:S:1:pos:R:3:forces:R:3:mulliken_charge:R:1
O 1.73678 -2.93374 -0.17921 0.0 0.0 0.2 -0.659
O 1.79928 0.01607 2.42579 -0.1 0.0 -0.2 -0.640
O -2.54473 2.29936 -2.65871 0.2 -0.2 0.0 -0.698
O 0.08427 -0.61792 0.06207 -0.2 0.1 -0.2 -0.630
O 2.13273 2.20572 0.65562 0.1 -0.1 -0.2 -0.668
O 0.02530 1.20337 -2.15951 -0.1 0.1 -0.2 -0.616
O -2.24846 -2.37021 -0.14481 0.1 -0.1 0.0 -0.635
O -1.33113 -0.73450 3.26032 0.0 0.0 0.0 -0.648
H 0.81794 1.70983 -2.35364 0.0 -0.1 0.0 0.262
H -2.61790 1.59730 -2.00139 -0.2 0.1 0.1 0.332
H -2.74954 -1.55804 -0.25309 0.0 0.0 0.1 0.269
H -0.18130 -0.03669 -0.67002 0.3 0.0 0.1 0.320
H 2.61606 1.69709 -0.00474 0.0 0.1 0.0 0.316
H -1.33006 -2.07239 -0.05948 -0.2 0.1 0.1 0.384
H -1.80396 -1.42750 2.78778 0.0 0.0 0.0 0.320
H 2.49911 -0.57499 2.12735 0.0 0.0 0.0 0.313
H -0.40130 -0.98101 3.19846 0.0 0.1 0.0 0.306
H 1.08473 -2.26403 0.08422 0.2 0.0 -0.2 0.399
H 1.96463 -2.69156 -1.08065 0.0 0.0 0.0 0.290
H -0.69093 1.65818 -2.63620 0.1 0.0 0.1 0.363
H -3.14458 2.04115 -3.36680 0.0 0.0 0.0 0.333
H 1.85598 3.01218 0.21067 -0.1 0.0 0.1 0.307
H 1.98263 0.86917 2.00078 0.0 0.0 0.2 0.341
H 0.44445 -0.04686 0.75520 -0.1 -0.1 0.2 0.341
```
Forces are in eV/Å.

Properties
HOMO-LUMO gap: 10.581 eV
2S+1: 1
Energy: -16640.2040 eV
ΔE to the lowest compared entry with this formula, charge and spin: 1.807 eV
SMILES: O.O.O.O.O.O.O.O
Net charge: 0

=====

Computed values of molar mass (unit: Da) for the preceding records, in sequence: 295.59, 307.13, 160.19, 144.12, 144.12, 144.12, 144.12, 144.12, 144.12.